Entry 1:
Computed, not measured: C27H33ClN5O5PdS as an isolated structure in a non-equilibrium geometry, with wB97M-V/def2-TZVPD.

The energy comes out at -73058.4099 eV. The total charge is -1. The value obtained for the orbital gap is 5.660 eV. Its spin multiplicity is 1.

XYZ file:
```
73
Properties=species:S:1:pos:R:3:forces:R:3:lowdin_charge:R:1
Pd -2.158 0.618 -0.060 -1.89 -0.10 -1.31 0.85
C -4.072 0.054 -2.631 0.56 0.00 0.29 -0.11
C -4.172 0.319 -1.139 0.94 -0.20 1.32 -0.60
N -4.730 1.552 -0.785 0.40 0.75 -0.01 -0.02
O -2.834 2.869 -1.315 0.13 0.59 -0.29 0.01
C -3.188 -1.065 0.837 -0.40 0.51 0.72 -0.72
C -3.326 -0.885 2.323 0.16 0.02 -0.06 -0.10
N -2.051 -1.367 0.215 0.22 -2.04 -1.90 -0.32
O -0.978 -1.654 0.878 0.32 0.28 1.09 -0.26
H -3.483 0.846 -3.102 -0.07 -0.07 -0.03 0.06
H -5.061 0.032 -3.105 -0.08 0.05 0.17 0.07
H -3.587 -0.907 -2.800 0.05 0.04 -0.05 0.06
H -3.303 3.216 -2.086 -0.05 -0.10 0.15 0.10
H -3.670 0.135 2.525 -0.03 -0.17 -0.03 0.07
H -2.351 -1.042 2.790 -0.05 -0.02 -0.08 0.06
H -4.050 -1.586 2.735 -0.09 -0.08 0.07 0.06
O -4.661 3.782 -0.200 -0.87 0.23 -0.09 0.08
C -3.771 2.640 -0.274 -0.10 -0.17 0.03 -0.76
O -3.200 2.365 0.828 0.06 0.36 -0.14 -0.09
C -5.929 3.290 -0.050 0.36 -0.22 -0.13 -0.20
C -7.047 3.973 0.348 0.18 0.09 -0.08 -0.03
C -8.251 3.268 0.413 -0.24 -0.04 0.10 -0.13
C -8.303 1.921 0.109 -0.41 0.08 0.05 -0.13
C -7.174 1.222 -0.301 0.37 0.03 -0.10 -0.04
C -5.983 1.920 -0.390 -0.16 0.01 0.13 -0.18
S -4.687 -1.120 -0.156 0.37 0.25 -0.08 0.92
H -6.996 5.022 0.597 0.05 0.08 0.03 0.11
H -9.149 3.785 0.723 -0.04 0.00 0.02 0.08
H -9.244 1.392 0.193 -0.04 0.01 0.00 0.09
H -7.205 0.167 -0.523 -0.07 -0.07 -0.04 0.08
C 3.514 -4.310 -1.056 -0.04 0.32 -0.02 -0.05
C 2.724 -2.992 -0.941 0.03 -0.13 -0.10 -0.50
C 2.058 -2.748 -2.301 0.17 0.01 0.18 -0.04
C 1.630 -3.190 0.108 0.14 0.18 -0.07 -0.04
C 3.710 -1.820 -0.593 -0.56 -0.06 0.36 -0.42
O 4.869 -1.921 -1.419 0.18 0.10 -0.17 -0.02
C 4.101 -1.852 0.898 0.29 -0.02 -0.24 -0.12
C 5.379 -1.068 1.241 -0.15 -0.12 0.00 -0.13
C 5.178 0.416 1.367 0.21 0.04 0.13 -0.25
C 5.841 1.302 0.526 -0.05 0.15 0.15 -0.05
C 5.650 2.671 0.635 -0.05 -0.03 0.04 -0.11
C 4.787 3.155 1.604 0.07 -0.18 -0.08 -0.68
Cl 4.543 4.864 1.747 -0.04 0.23 0.02 0.65
C 4.123 2.294 2.460 0.08 -0.12 -0.01 -0.10
C 4.326 0.929 2.340 0.22 0.25 -0.10 -0.05
C 3.193 -0.414 -0.976 0.93 -0.28 -0.18 -0.05
N 1.983 0.048 -0.368 -1.13 0.43 -0.49 -0.08
C 0.924 0.597 -0.997 0.08 0.01 0.51 -0.12
N 0.083 1.095 -0.112 0.14 -0.15 -0.09 0.03
C 0.665 0.806 1.076 0.38 0.00 -0.36 -0.19
N 1.818 0.195 0.953 0.20 -0.04 0.81 0.12
H 2.812 -5.134 -1.152 -0.07 -0.09 0.00 0.09
H 4.125 -4.500 -0.175 0.09 -0.08 0.12 0.08
H 4.150 -4.313 -1.940 0.09 -0.07 -0.09 0.08
H 1.577 -3.665 -2.636 -0.09 -0.07 -0.04 0.09
H 2.795 -2.457 -3.048 0.06 0.02 -0.13 0.08
H 1.290 -1.984 -2.225 -0.14 0.10 -0.04 0.08
H 0.961 -3.979 -0.229 -0.11 -0.07 -0.03 0.09
H 1.014 -2.310 0.265 -0.16 0.06 0.01 0.05
H 2.038 -3.494 1.067 0.08 -0.09 0.17 0.08
H 5.321 -2.739 -1.186 -0.02 0.03 -0.05 0.09
H 4.268 -2.891 1.189 -0.09 -0.04 0.04 0.11
H 3.262 -1.460 1.470 0.01 -0.19 0.11 0.10
H 6.142 -1.264 0.484 0.03 -0.01 0.13 0.11
H 5.749 -1.446 2.198 0.05 0.00 -0.04 0.12
H 6.508 0.922 -0.236 0.03 -0.07 -0.06 0.12
H 6.159 3.353 -0.029 0.04 0.08 -0.03 0.10
H 3.448 2.683 3.205 -0.07 0.09 0.08 0.11
H 3.806 0.259 3.005 -0.10 -0.09 0.05 0.12
H 3.058 -0.380 -2.058 -0.07 0.03 0.09 0.13
H 4.001 0.280 -0.721 -0.25 -0.08 -0.19 0.12
H 0.805 0.638 -2.061 0.03 -0.09 -0.21 0.13
H 0.225 1.063 2.022 0.01 -0.07 0.06 0.12
```
Positions in Å, forces in eV/Å.

=====

Entry 2:
Computed, not measured: C27H33F25O15PS2 as an isolated structure in a non-equilibrium geometry, with wB97M-V/def2-TZVPD.

The energy comes out at -158128.3120 eV. The total charge is +1. The value obtained for the orbital gap is 5.503 eV. Its spin multiplicity is 1.

XYZ file:
```
103
Properties=species:S:1:pos:R:3:forces:R:3:lowdin_charge:R:1
C 4.335 -0.271 5.552 0.10 0.00 0.12 -0.06
C 3.919 0.691 4.461 -0.16 0.00 0.45 -0.22
O 3.577 0.039 3.216 0.16 0.09 -0.28 -0.22
C 4.667 -0.554 2.595 0.04 -0.47 0.41 -0.38
P 4.262 -0.651 0.819 0.46 -0.10 0.61 1.07
S 3.194 1.176 0.214 0.73 1.51 -0.83 0.65
O 3.069 1.124 -1.202 -0.45 -0.61 0.28 -0.25
O 4.004 2.192 0.808 -0.08 -0.48 0.40 -0.25
C 1.516 1.205 1.077 -0.28 -0.02 0.29 -0.66
F 1.666 1.794 2.250 -0.28 -0.22 -0.70 0.19
F 1.055 -0.031 1.221 0.16 0.58 -0.06 0.16
F 0.758 1.924 0.263 0.22 -0.39 0.46 0.18
S 3.094 -2.465 0.417 -2.06 -0.19 -0.28 0.64
O 2.086 -1.981 -0.476 0.71 0.01 -0.24 -0.28
O 2.691 -3.019 1.666 0.91 0.08 0.06 -0.23
C 4.096 -3.710 -0.596 0.03 -0.49 -0.35 -0.46
F 3.225 -4.722 -0.677 0.30 0.38 0.04 0.17
F 4.310 -3.197 -1.813 -0.14 -0.14 0.63 0.14
C 5.401 -4.248 0.072 -0.28 -0.10 0.66 -0.35
F 5.765 -5.371 -0.546 -0.06 0.44 -0.03 0.21
F 5.079 -4.529 1.365 0.20 -0.03 -0.64 0.15
C 6.599 -3.240 0.115 0.69 -0.64 -0.16 -0.51
F 6.572 -2.398 -0.930 0.18 -0.21 0.30 0.15
F 7.749 -3.909 0.126 -0.75 0.61 0.06 0.22
F 6.502 -2.493 1.237 0.07 -0.08 -0.27 0.13
H 4.633 0.318 6.420 -0.02 -0.02 0.01 0.09
H 5.197 -0.888 5.290 0.00 0.05 -0.09 0.08
H 3.522 -0.924 5.864 -0.05 -0.01 -0.12 0.09
H 4.689 1.447 4.284 0.03 -0.06 -0.21 0.13
H 3.008 1.205 4.761 -0.02 0.03 -0.14 0.13
H 5.622 -0.022 2.701 -0.09 0.20 -0.06 0.13
H 4.832 -1.590 2.929 0.02 0.04 -0.07 0.11
H 5.448 -0.632 0.068 -0.26 0.18 -0.22 0.05
C 5.800 -2.600 -4.455 -0.21 0.06 -0.27 -0.07
C 6.832 -2.488 -5.560 0.27 -0.06 0.26 -0.19
O 6.200 -2.402 -6.851 -0.12 0.07 -0.03 0.03
C 5.829 -1.189 -7.250 0.16 -0.07 0.26 -0.39
O 6.016 -0.155 -6.681 -0.11 -0.06 -0.03 0.17
C 5.107 -1.299 -8.607 -0.10 -0.04 -0.23 -0.55
F 4.224 -2.308 -8.590 -0.04 0.00 0.03 0.16
F 5.986 -1.536 -9.581 0.06 0.02 0.02 0.18
F 4.451 -0.178 -8.885 0.09 0.02 0.03 0.17
H 5.149 -3.454 -4.649 0.03 -0.04 0.08 0.09
H 6.292 -2.741 -3.494 0.09 -0.02 -0.03 0.06
H 5.175 -1.708 -4.398 0.06 0.06 -0.01 0.08
H 7.441 -3.388 -5.601 -0.03 -0.02 -0.13 0.13
H 7.495 -1.635 -5.421 -0.09 0.07 -0.04 0.13
C 1.820 -0.641 -6.865 -0.10 0.21 0.12 -0.05
C 1.623 -1.948 -6.136 0.27 -0.03 -0.45 -0.18
O 1.195 -1.701 -4.779 -0.15 -0.12 0.24 0.03
C -0.100 -1.467 -4.612 0.22 -0.02 -0.29 -0.40
O -0.953 -1.464 -5.445 -0.05 0.01 0.11 0.19
C -0.375 -1.202 -3.122 0.01 -0.02 0.10 -0.54
F 0.544 -0.378 -2.597 0.02 0.09 0.08 0.15
F -0.337 -2.349 -2.429 -0.02 0.01 0.00 0.16
F -1.569 -0.647 -2.950 -0.02 -0.06 -0.07 0.17
H 2.506 0.003 -6.310 0.07 -0.04 -0.05 0.09
H 2.230 -0.813 -7.857 -0.02 -0.05 -0.02 0.07
H 0.878 -0.105 -6.974 -0.03 -0.06 -0.03 0.09
H 2.564 -2.489 -6.042 -0.01 0.01 0.13 0.12
H 0.912 -2.598 -6.643 -0.13 0.06 0.11 0.13
C -2.954 0.733 -0.327 -0.13 -7.62 1.69 -0.12
C -3.141 -0.534 0.476 -0.32 -0.91 -0.78 -0.14
O -3.551 -0.242 1.827 0.03 0.09 0.03 0.04
C -4.845 -0.009 2.004 0.08 -0.06 -0.15 -0.39
O -5.701 -0.017 1.173 0.02 0.06 0.03 0.19
C -5.118 0.246 3.498 -0.10 0.08 0.20 -0.54
F -4.207 1.071 4.027 -0.01 0.02 -0.02 0.17
F -5.074 -0.907 4.176 0.01 -0.03 -0.03 0.17
F -6.321 0.787 3.667 0.11 -0.10 -0.12 0.17
H -2.253 1.403 0.175 0.21 -4.51 0.88 0.04
H -2.566 0.497 -1.314 0.06 0.09 -0.05 0.12
H -3.896 1.268 -0.446 -0.95 -1.48 0.17 0.14
H -2.201 -1.072 0.578 0.04 0.05 0.08 0.13
H -3.863 -1.203 0.009 -0.14 -0.12 0.20 0.13
C -2.426 2.896 -0.176 -0.14 6.10 -1.46 -0.11
C -2.104 3.710 -1.412 0.72 0.47 0.49 -0.16
O -3.297 4.041 -2.139 -0.13 0.01 -0.01 0.04
C -3.974 5.092 -1.686 0.21 -0.08 0.09 -0.39
O -3.689 5.773 -0.747 -0.08 0.00 -0.05 0.18
C -5.197 5.349 -2.587 -0.04 0.02 0.06 -0.56
F -5.832 4.208 -2.868 -0.04 0.00 -0.02 0.17
F -4.794 5.904 -3.735 -0.01 0.01 -0.05 0.17
F -6.044 6.174 -1.988 -0.02 0.01 -0.02 0.18
H -2.997 2.006 -0.444 0.30 7.04 -1.09 -0.09
H -1.514 2.590 0.323 0.39 0.47 0.04 0.08
H -3.023 3.474 0.528 0.02 0.29 0.18 0.12
H -1.496 3.135 -2.109 -0.08 -0.06 -0.11 0.13
H -1.561 4.621 -1.162 -0.05 0.19 -0.19 0.12
C -7.914 2.160 6.152 -0.15 0.23 0.18 -0.05
C -8.098 0.885 6.943 0.21 -0.09 -0.37 -0.19
O -8.534 1.162 8.289 -0.08 -0.03 0.10 0.03
C -9.833 1.376 8.446 0.13 -0.06 -0.19 -0.40
O -10.675 1.361 7.599 -0.02 0.02 0.07 0.17
C -10.138 1.615 9.938 -0.06 0.08 0.02 -0.55
F -9.247 2.447 10.487 -0.01 0.00 0.03 0.17
F -10.088 0.452 10.599 0.01 -0.03 0.04 0.17
F -11.350 2.134 10.087 0.00 -0.01 0.02 0.18
H -7.228 2.835 6.667 0.06 -0.05 -0.02 0.09
H -7.510 1.934 5.169 -0.03 0.01 0.03 0.06
H -8.861 2.684 6.024 -0.02 -0.07 -0.02 0.08
H -7.153 0.358 7.056 -0.01 0.02 0.13 0.12
H -8.805 0.211 6.460 -0.11 0.06 0.07 0.13
```
Positions in Å, forces in eV/Å.